<1>
This record from the OMol25 dataset describes C4H2N2S in the gas phase. The level of theory is the ωB97M-V functional and the def2-TZVPD basis.

Atoms and positions in Å:
C 4.12 0.57 -0.01
C -0.55 1.11 -0.42
C 0.48 -1.08 -0.09
C 2.85 0.17 -0.09
N 5.17 1.05 0.08
N -0.13 0.04 -0.07
S 2.29 -1.33 -0.08
H -0.84 2.08 -0.16
H -0.15 -2.04 -0.30

- spin multiplicity = 1
- charge = 0

***

<2>
This record from the OMol25 dataset describes C4H2N2S in the gas phase. The level of theory is the ωB97M-V functional and the def2-TZVPD basis.

Atoms and positions in Å:
C 0.34 -1.38 -0.30
C 0.17 -0.47 0.62
C -0.16 -1.08 -1.55
C 0.41 1.74 2.02
N -0.69 0.13 -1.38
N -0.46 0.48 -0.06
S 0.49 0.15 2.24
H -0.10 -1.66 -2.54
H 0.00 2.09 0.95

- spin multiplicity = 1
- charge = 0

***

<3>
This record from the OMol25 dataset describes 2 unconnected molecules or ions with the total composition C4H2N2S. The level of theory is the ωB97M-V functional and the def2-TZVPD basis.

Atoms and positions in Å:
C 1.41 -1.84 -0.01
N 1.92 -0.79 -0.01
S 2.51 0.62 0.05
H 1.10 -2.85 -0.04
C -0.65 2.03 -0.03
C -1.34 1.04 0.00
C -2.13 -0.07 0.04
N -2.80 -1.00 0.06
H -0.02 2.86 -0.06

- spin multiplicity = 1
- SMILES string = C#[N+][S-].C#CC#N
- charge = 0

***

The energy of each structure relative to the most stable one, in kcal/mol, is as follows: <1> 32.8; <2> 111.8; <3> 0.0.

***

<1>
This record from the OMol25 dataset describes 2 unconnected molecules or ions with the total composition ClH3N2S. The level of theory is the ωB97M-V functional and the def2-TZVPD basis.

Atoms and positions in Å:
N 0.66 0.76 1.29
N -1.30 -0.42 -0.24
S -1.26 -0.90 -1.62
Cl 0.64 -1.17 -2.62
H 0.92 -0.21 0.92
H 0.46 1.27 0.46
H -0.12 0.68 1.81

- spin multiplicity = 1
- charge = 0

***

<2>
This record from the OMol25 dataset describes ClH3N2S in the gas phase. The level of theory is the ωB97M-V functional and the def2-TZVPD basis.

Atoms and positions in Å:
N 0.60 0.22 0.94
N -1.34 0.17 -0.44
S -0.08 -0.63 -0.24
Cl 1.13 -0.55 -2.10
H 1.35 -0.17 1.54
H -2.19 -0.22 -0.74
H 0.54 1.17 1.05

- spin multiplicity = 1
- charge = 0

***

<3>
This record from the OMol25 dataset describes ClH3N2S in the gas phase. The level of theory is the ωB97M-V functional and the def2-TZVPD basis.

Atoms and positions in Å:
N 0.12 -0.25 -1.12
N 0.59 0.38 1.02
S -0.46 -0.49 0.38
Cl -2.36 0.68 0.03
H 0.54 -1.03 -1.56
H 0.64 0.31 2.10
H 0.93 0.40 -0.85

- spin multiplicity = 1
- charge = 0

***

The energy of each structure relative to the most stable one, in kcal/mol, is as follows: <1> 5.6; <2> 0.0; <3> 1.9.

***

<1>
This record from the OMol25 dataset describes 2 unconnected molecules or ions with the total composition C2H3N3S. The level of theory is the ωB97M-V functional and the def2-TZVPD basis.

Atoms and positions in Å:
C 2.59 2.68 2.29
C -1.92 -1.92 -0.46
N -1.15 -0.76 -0.72
N -0.37 -0.16 0.00
N 1.97 2.08 1.51
S -2.36 -2.99 -1.62
H -2.06 -2.11 0.51
H -1.11 -0.59 -1.85
H 1.40 1.67 0.83

- spin multiplicity = 1
- charge = 0

***

<2>
This record from the OMol25 dataset describes 2 unconnected molecules or ions with the total composition C2H3N3S. The level of theory is the ωB97M-V functional and the def2-TZVPD basis.

Atoms and positions in Å:
C 1.21 -1.62 2.24
C -1.00 1.72 -1.60
N 0.46 -1.41 1.35
N 0.14 1.57 -1.97
N -0.62 -1.21 0.79
S -2.09 2.45 -0.69
H 2.02 -2.16 2.40
H 0.37 0.97 -2.73
H -0.50 -0.30 0.19

- spin multiplicity = 1
- charge = 0

***

<3>
This record from the OMol25 dataset describes 2 unconnected molecules or ions with the total composition C2H3N3S. The level of theory is the ωB97M-V functional and the def2-TZVPD basis.

Atoms and positions in Å:
C 0.10 -0.06 -0.08
C 1.02 -1.15 -0.01
N 1.14 -2.25 -0.48
N -1.11 0.10 -0.11
N -2.18 0.51 -0.24
S 1.58 0.26 0.96
H -1.31 3.05 0.35
H 1.87 -3.01 -0.19
H -1.11 2.55 -0.20

- spin multiplicity = 1
- charge = 0

***

<4>
This record from the OMol25 dataset describes C2H3N3S in the gas phase. The level of theory is the ωB97M-V functional and the def2-TZVPD basis.

Atoms and positions in Å:
S -0.13 -2.76 0.50
C -0.16 -1.17 0.09
N -0.52 -0.60 -1.14
C -0.25 0.66 -1.02
N 0.32 1.01 0.17
N 0.22 -0.14 0.93
H -0.44 1.41 -1.79
H 0.05 1.89 0.63
H 0.91 -0.29 1.63

- spin multiplicity = 1
- SMILES string = S=c1nc[nH][nH]1
- charge = 0

***

The energy of each structure relative to the most stable one, in kcal/mol, is as follows: <1> 92.1; <2> 78.3; <3> 101.6; <4> 0.0.

***

<1>
This record from the OMol25 dataset describes CHN3OS in the gas phase. The level of theory is the ωB97M-V functional and the def2-TZVPD basis.

Atoms and positions in Å:
S -0.55 1.66 1.02
C 0.14 0.19 0.31
N -0.62 -0.48 -0.61
N 0.15 -1.34 -1.06
O 1.34 -1.26 -0.40
N 1.24 -0.37 0.49
H -1.72 1.60 0.25

- spin multiplicity = 1
- SMILES string = Sc1nnon1
- charge = 0

***

<2>
This record from the OMol25 dataset describes CHN3OS in the gas phase. The level of theory is the ωB97M-V functional and the def2-TZVPD basis.

Atoms and positions in Å:
C -0.32 0.39 -0.01
N -0.20 1.64 -0.01
N -0.42 2.75 -0.02
N -3.02 0.92 0.02
O -2.10 -1.57 -0.03
S -2.04 -0.13 0.00
H 0.49 -0.31 0.00

- spin multiplicity = 1
- charge = 0

***

The energy of each structure relative to the most stable one, in kcal/mol, is as follows: <1> 0.0; <2> 32.3.

***

<1>
This record from the OMol25 dataset describes 2 unconnected molecules or ions with the total composition C23H23N3O4. The level of theory is the ωB97M-V functional and the def2-TZVPD basis.

Atoms and positions in Å:
C 3.83 0.00 2.17
N 2.43 -0.40 2.07
C 2.15 -1.55 1.20
C 1.46 0.52 2.35
C 0.07 0.27 2.32
C -0.47 -1.00 2.63
C -1.81 -1.25 2.47
C -2.68 -0.25 2.03
C -4.12 -0.56 1.81
C -2.17 1.02 1.79
C -0.83 1.29 1.94
H 4.49 -0.76 1.75
H 3.97 0.93 1.61
H 4.09 0.17 3.21
H 3.05 -1.86 0.66
H 1.78 -2.40 1.76
H 1.41 -1.26 0.45
H 1.77 1.55 2.41
H 0.17 -1.77 3.03
H -2.22 -2.22 2.70
H -4.66 0.30 1.43
H -4.23 -1.37 1.10
H -4.59 -0.87 2.75
H -2.83 1.81 1.47
H -0.44 2.27 1.72
C 2.05 1.63 6.39
C 1.57 0.31 6.58
C 2.49 -0.76 6.69
C 2.05 -2.01 7.03
C 0.71 -2.25 7.27
N 0.26 -3.55 7.74
O -0.95 -3.69 7.98
O 1.09 -4.45 7.88
C -0.21 -1.22 7.15
C 0.21 0.04 6.80
C 1.26 2.77 6.09
C 0.08 2.68 5.31
C -0.73 3.76 5.13
C -0.40 4.98 5.71
N -1.31 6.10 5.58
O -1.04 7.16 6.17
O -2.33 5.96 4.90
C 0.78 5.12 6.42
C 1.61 4.05 6.59
H 3.09 1.81 6.62
H 3.53 -0.56 6.52
H 2.75 -2.82 7.14
H -1.24 -1.43 7.37
H -0.51 0.84 6.78
H -0.14 1.75 4.81
H -1.64 3.69 4.56
H 1.01 6.08 6.86
H 2.51 4.14 7.19

- spin multiplicity = 1
- charge = 0

***

<2>
This record from the OMol25 dataset describes C23H23N3O4 in the gas phase. The level of theory is the ωB97M-V functional and the def2-TZVPD basis.

Atoms and positions in Å:
C -4.90 -1.76 -1.63
O -3.62 -1.49 -1.13
C -3.50 -0.62 -0.08
C -4.56 0.05 0.51
C -4.36 0.94 1.55
C -3.09 1.16 2.04
C -2.02 0.48 1.48
C -2.20 -0.40 0.43
O -1.07 -0.96 -0.11
C -1.02 -2.35 -0.39
C -1.48 -3.20 0.79
C 0.45 -2.70 -0.68
O 0.76 -3.61 -1.42
N 1.30 -1.90 0.01
C 2.68 -1.80 -0.06
C 3.46 -2.80 -0.64
C 4.84 -2.67 -0.67
C 5.46 -1.56 -0.13
C 4.69 -0.55 0.42
C 3.30 -0.65 0.46
C 2.47 0.44 1.04
O 1.45 0.24 1.69
N 2.91 1.69 0.78
C 2.14 2.86 1.15
C 1.30 3.36 0.01
C 0.31 2.56 -0.55
C -0.44 3.06 -1.60
C -0.16 4.34 -2.06
N 0.78 5.11 -1.54
C 1.49 4.63 -0.53
H -5.38 -0.86 -2.04
H -4.75 -2.48 -2.44
H -5.55 -2.20 -0.87
H -5.57 -0.10 0.14
H -5.21 1.45 1.98
H -2.92 1.85 2.85
H -1.01 0.62 1.85
H -1.61 -2.59 -1.28
H -1.31 -4.25 0.56
H -0.93 -2.93 1.68
H -2.54 -3.05 0.97
H 0.86 -1.18 0.58
H 2.98 -3.67 -1.06
H 5.43 -3.46 -1.12
H 6.53 -1.47 -0.14
H 5.17 0.31 0.86
H 3.67 1.82 0.13
H 1.50 2.55 1.98
H 2.83 3.64 1.50
H 0.13 1.57 -0.17
H -1.21 2.46 -2.06
H -0.72 4.78 -2.88
H 2.24 5.30 -0.13

- spin multiplicity = 1
- SMILES string = COc1ccccc1O[C@H](C)C(=O)Nc1ccccc1C(=O)NCc1cccnc1
- charge = 0

***

The energy of each structure relative to the most stable one, in kcal/mol, is as follows: <1> 210.1; <2> 0.0.